Entry from the OMol25 dataset: a cluster of 2 separate species, C4H14N2P in total in a non-equilibrium geometry (ωB97M-V/def2-TZVPD).

ORCA input file:
```
! wB97M-V def2-TZVPD RIJCOSX def2/J DEFGRID3
* xyz 1 1
C -2.32335 -1.11472 -1.08225
C 0.01077 2.33167 0.01993
C 1.49482 -0.84138 -0.68144
C 1.72038 0.04930 0.23612
N 0.62360 1.32726 2.58143
N -1.13651 -1.60572 -1.75856
P 0.31683 0.91739 0.98011
H -2.48256 -1.58919 -0.05406
H -2.27593 -0.03885 -0.98753
H -3.29291 -1.31885 -1.50842
H -1.09075 2.43533 -0.13816
H 0.52782 2.32058 -0.92784
H 0.42633 3.17328 0.57029
H 2.20997 -1.25127 -1.42888
H 0.39444 -1.02143 -1.07540
H 2.63404 0.42539 0.56730
H 1.10044 0.58453 3.11875
H 0.64512 2.29586 2.99325
H -1.19708 -2.57839 -1.64698
H -1.08505 -1.42879 -2.78957
H -0.93681 0.12243 0.72807
*
```

Output
Relative energy (zero: lowest compared OMol25 entry of this formula, charge and spin) ... 46.17 kcal/mol
HOMO-LUMO gap ... 9.8 eV
Energy ... -611.36783 a.u.



Entry from the OMol25 dataset: a cluster of 2 separate species, C4H14N2P in total in a non-equilibrium geometry (ωB97M-V/def2-TZVPD).

ORCA input file:
```
! wB97M-V def2-TZVPD RIJCOSX def2/J DEFGRID3
* xyz 1 1
C 0.19900 -0.58195 2.35918
C 1.41948 -0.87441 -2.75451
C -1.97186 1.59820 0.82508
C 0.65193 -0.77685 -0.00967
N -2.17529 1.20850 -0.40373
N 0.35886 0.12125 1.10126
P 0.60281 0.26449 -1.55778
H 1.11298 -0.61706 2.84706
H -0.36705 0.14234 2.97330
H -0.14475 -1.55999 2.20518
H 2.13264 -0.40557 -3.50329
H 0.67734 -1.50670 -3.27310
H 1.78991 -1.57456 -1.98539
H 1.67617 -1.21766 0.15253
H -1.44507 2.44157 1.16876
H -0.10374 -1.57303 -0.04881
H -1.98941 1.62364 -1.37180
H -2.67038 0.34164 -0.39982
H 0.91528 1.00810 1.15966
H -2.34374 0.99467 1.61656
H 1.67490 0.94336 -1.10066
*
```

Output
Relative energy (zero: lowest compared OMol25 entry of this formula, charge and spin) ... 73.32 kcal/mol
HOMO-LUMO gap ... 7.7 eV
Energy ... -611.32457 a.u.



Entry from the OMol25 dataset: a cluster of 2 separate species, C4H14N2S2 in total (ωB97M-V/def2-TZVPD).

ORCA input file:
```
! wB97M-V def2-TZVPD RIJCOSX def2/J DEFGRID3
* xyz 0 1
C 0.37512 2.65172 0.49804
S 1.83099 1.71824 1.07903
S 1.18460 0.92673 2.84652
C 0.80634 -0.81913 2.44451
H -0.24709 2.01845 -0.12497
H -0.16421 3.00409 1.36697
H 0.73470 3.50434 -0.07049
H 1.36956 -1.12043 1.56903
H 1.09993 -1.39274 3.31846
H -0.25837 -0.92595 2.26823
N -1.24217 -2.02223 -0.00405
C -1.21872 -0.83914 -0.86438
C 0.12765 -0.71925 -1.56365
N 0.21045 0.58572 -2.24065
H -1.20272 -2.85673 -0.58356
H -2.13856 -2.10062 0.46420
H -1.37449 0.04046 -0.23413
H -2.03039 -0.78185 -1.60242
H 0.90413 -0.77573 -0.80719
H 0.24235 -1.54776 -2.26791
H 1.15770 0.92809 -2.31434
H -0.16680 0.52372 -3.17726
*
```

Output
Relative energy (zero: lowest compared OMol25 entry of this formula, charge and spin) ... 0.63 kcal/mol
HOMO-LUMO gap ... 9.3 eV
Energy ... -1066.67293 a.u.



Entry from the OMol25 dataset: the molecule C4H14N3 in a non-equilibrium geometry (ωB97M-V/def2-TZVPD).

ORCA input file:
```
! wB97M-V def2-TZVPD RIJCOSX def2/J DEFGRID3
* xyz 0 2
N 1.47593 1.98126 0.03662
C 0.11364 2.06950 -0.60933
C -0.89471 1.27360 0.22605
N -0.31221 -0.03372 0.61202
C 0.03786 -0.86301 -0.52095
C 0.19648 -2.33155 0.05674
N -1.06319 -2.62309 0.81541
H 1.61011 2.89168 0.51807
H 1.31171 1.20807 0.74207
H 2.30690 1.80914 -0.58385
H -0.33840 3.06240 -0.64675
H 0.21956 1.93584 -1.69964
H -1.01589 1.88179 1.12216
H -1.74153 1.03670 -0.43850
H -1.05954 -0.54211 1.07655
H 1.06716 -0.65419 -0.85027
H -0.52966 -0.76903 -1.46238
H 0.27097 -3.06372 -0.73946
H 1.05063 -2.23987 0.70311
H -1.82795 -2.67106 0.16470
H -0.87787 -3.35863 1.47759
*
```

Output
Relative energy (zero: lowest compared OMol25 entry of this formula, charge and spin) ... 50.58 kcal/mol
⟨S²⟩ ... 0.750
HOMO-LUMO gap (alpha / beta) ... 4.2 / 10.4 eV
Energy ... -324.90670 a.u.



Entry from the OMol25 dataset: a cluster of 2 separate species, C4H14N3 in total in a non-equilibrium geometry (ωB97M-V/def2-TZVPD).

ORCA input file:
```
! wB97M-V def2-TZVPD RIJCOSX def2/J DEFGRID3
* xyz 0 2
C -0.84195 -1.91871 1.94955
C -0.89302 -0.13730 0.28506
N -0.81514 -0.51401 1.63057
N -1.06383 -1.07274 -0.73816
N -1.04346 1.18188 -0.10643
H -1.50154 -0.03578 2.22092
H -1.22487 -2.05822 -0.65809
H -0.94700 -0.78780 -1.69242
H -0.89308 1.93248 0.53846
H -1.38618 1.39514 -1.02327
H -0.28392 -2.09747 2.87099
H -0.32588 -2.49660 1.20457
H -1.82587 -2.36633 2.06183
C 2.20451 1.13902 -0.63090
C 2.11140 1.15295 -2.14282
H 1.30768 0.94249 -0.06146
H 2.91744 0.37157 -0.32157
H 2.62374 2.05877 -0.20997
H 2.02567 0.13135 -2.52323
H 1.16084 1.57236 -2.48032
H 2.89185 1.71507 -2.64760
*
```

Output
Relative energy (zero: lowest compared OMol25 entry of this formula, charge and spin) ... 11.58 kcal/mol
⟨S²⟩ ... 0.754
HOMO-LUMO gap (alpha / beta) ... 5.0 / 10.1 eV
Energy ... -324.96885 a.u.



Entry from the OMol25 dataset: a cluster of 2 separate species, C4H14N3 in total in a non-equilibrium geometry (ωB97M-V/def2-TZVPD).

ORCA input file:
```
! wB97M-V def2-TZVPD RIJCOSX def2/J DEFGRID3
* xyz 1 1
C -1.06400 1.45159 -1.69165
C 1.82545 0.35664 0.32030
C -0.21644 0.28220 -1.42298
C 0.31985 0.32004 0.22801
N 0.85589 -2.21931 0.80440
N -0.11002 -0.60876 1.31387
N -1.40992 -0.84825 1.15043
H -1.29959 1.84538 -0.74539
H -0.49885 2.29307 -2.19804
H -1.88611 1.16030 -2.32473
H 2.24421 0.28817 1.27218
H 2.17978 -0.53961 -0.22099
H 2.13856 1.21882 -0.25869
H -0.59863 -0.73259 -1.65052
H 0.76080 0.40056 -1.96920
H 0.07147 1.24071 0.66776
H 1.72879 -2.00996 1.25536
H 0.36226 -2.97407 1.30576
H -1.95996 -0.70891 0.21645
H 0.77500 -2.34921 -0.13322
H -1.89709 -1.62514 1.60588
*
```

Output
Relative energy (zero: lowest compared OMol25 entry of this formula, charge and spin) ... 109.27 kcal/mol
HOMO-LUMO gap ... 10.0 eV
Energy ... -324.69071 a.u.